119
Properties=species:S:1:pos:R:3:forces:R:3 method="wB97M-V/def2-TZVPD" homo_ev=-9.18 lumo_energy_ha=-0.0349 total_charge=0 e_tot_ev=-128888.2770 smiles="CC(=O)OC[C@](C#N)(CCC(F)(F)C(F)(F)C(F)(F)C(F)(F)C(F)(F)C(F)(F)F)[C@](C#N)(P(=N)(O)O)P(O)(O)=S.C1CCOC1.C1CCOC1.C1CCOC1.C1CCOC1.C1CCOC1"
C 1.8355 -1.3903 3.6014 0.441 -1.153 0.243
C 2.5081 -2.6537 2.7371 -0.022 -4.842 1.966
O 2.4698 -3.9331 3.1503 0.226 8.569 -2.990
O 3.1858 -2.2673 1.4793 -2.755 -1.161 0.859
C 2.2969 -2.6773 0.3417 -1.142 -0.881 1.348
C 2.0434 -1.4870 -0.7544 -0.032 1.178 1.468
C 2.4393 -0.0627 0.0280 3.807 7.032 3.542
N 2.9003 1.0222 0.5972 -4.536 -9.991 -5.400
C 0.4210 -1.4105 -1.0094 -1.041 0.394 0.286
C -0.2175 -2.7991 -1.5987 0.049 -0.780 -0.320
C -1.4162 -3.4613 -0.7014 0.686 -1.956 0.355
F -1.3222 -4.9528 -0.9275 -0.517 4.245 0.789
F -1.2931 -3.2722 0.7619 -0.449 -0.351 -4.161
C -2.9449 -3.0542 -1.1999 0.186 -2.822 -0.010
F -3.8698 -3.8277 -0.2899 2.575 2.936 -3.182
F -3.0688 -3.5803 -2.6049 0.047 1.826 4.635
C -3.2387 -1.4420 -1.2156 0.226 0.730 -0.520
F -2.5902 -0.7201 -0.0782 -1.859 -2.386 -3.880
F -2.7166 -0.9401 -2.5417 -1.647 -1.285 4.605
C -4.8645 -1.1475 -1.0946 -2.153 -1.676 0.520
F -5.2962 -1.3338 0.3346 1.615 0.857 -4.825
F -5.6723 -2.1456 -1.8911 3.012 3.283 2.524
C -5.3221 0.3312 -1.6353 -3.287 0.467 -1.247
F -6.7963 0.4476 -1.3265 4.813 -0.365 -0.866
F -5.2363 0.4547 -3.1314 0.111 -0.447 5.288
C -4.6002 1.5999 -0.8892 1.020 3.444 0.634
F -4.5196 1.4905 0.5905 -0.195 0.068 -5.461
F -5.3819 2.8644 -1.1589 2.813 -4.610 0.860
F -3.2297 1.8076 -1.4579 -4.799 -0.834 2.181
C 2.9644 -1.5533 -2.1014 1.010 -0.729 -1.823
C 3.1308 -3.0559 -2.7605 -0.103 -9.003 0.856
N 3.1970 -4.3646 -2.8928 -0.593 12.413 1.080
P 4.7868 -0.9179 -1.8273 4.850 -0.109 2.464
N 5.4298 -1.4309 -0.4342 -1.344 2.051 -1.833
O 4.8649 0.8270 -1.8883 -0.656 -2.223 -0.012
O 5.8475 -1.5456 -3.1063 -1.559 2.502 2.296
P 2.2983 -0.4401 -3.5559 -0.448 1.824 -2.726
O 1.6773 1.0916 -2.9841 2.608 -2.484 0.458
O 3.6634 -0.0496 -4.6034 -1.903 1.239 3.175
S 0.9954 -1.3566 -4.6777 0.821 0.607 1.179
H 1.6562 -1.8337 4.6881 0.318 1.001 -2.455
H 0.7997 -1.0876 3.1266 2.174 -0.657 0.813
H 2.5607 -0.4672 3.6646 -1.361 -1.979 -0.363
H 1.2396 -2.8798 0.8585 2.098 0.412 -1.487
H 2.6344 -3.7063 -0.0994 -0.328 2.211 0.525
H -0.0568 -1.1497 0.0536 1.167 -0.712 -2.304
H 0.0762 -0.5413 -1.7221 1.098 -1.634 1.353
H -0.6664 -2.6356 -2.6892 1.006 -0.264 2.464
H 0.6088 -3.6502 -1.7289 -1.908 1.822 0.454
H 5.7150 -0.5910 0.1410 -0.456 -1.377 -0.563
H 5.0554 1.1718 -0.9667 -0.344 -0.818 -1.231
H 6.7414 -1.1132 -2.8638 -1.917 -1.008 -0.313
H 2.2803 1.5010 -2.2887 -0.784 -0.648 -0.992
H 3.9551 0.9075 -4.4298 -0.486 -1.853 -0.210
C -5.3395 2.2595 -6.3207 -0.282 0.490 0.345
C -5.3418 1.6959 -7.7182 -0.326 -0.445 -0.353
C -3.9039 1.8982 -8.1438 0.394 0.155 -0.178
O -3.1029 1.8151 -6.9569 -0.394 0.042 0.008
C -3.9725 1.8512 -5.8168 0.357 -0.259 0.156
H -6.1536 1.8858 -5.6946 0.105 0.045 -0.039
H -5.4116 3.3529 -6.3614 -0.018 -0.114 0.053
H -5.5746 0.6250 -7.6856 0.003 0.114 -0.051
H -6.0571 2.1811 -8.3870 0.102 -0.062 0.054
H -3.7543 2.8920 -8.5790 -0.049 -0.023 -0.098
H -3.5709 1.1473 -8.8661 0.077 0.080 0.121
H -3.9942 0.8462 -5.3815 -0.034 0.040 0.081
H -3.5749 2.5458 -5.0717 0.083 -0.073 -0.090
C -3.8718 -7.0821 0.8625 0.043 0.058 -0.655
C -4.7377 -7.7662 1.8887 -0.543 0.100 0.325
C -3.7395 -8.6450 2.6104 0.292 -0.323 0.149
O -2.4748 -7.9709 2.5546 -0.358 0.055 -0.182
C -2.5767 -6.8874 1.6202 0.369 0.182 0.218
H -4.2913 -6.1452 0.4877 0.092 -0.139 0.044
H -3.7087 -7.7511 0.0092 -0.007 0.113 0.052
H -5.1500 -7.0226 2.5810 -0.002 -0.103 -0.058
H -5.5690 -8.3298 1.4575 0.092 0.040 0.073
H -3.6254 -9.6118 2.1087 -0.099 -0.047 0.033
H -4.0157 -8.8237 3.6536 0.140 0.010 -0.066
H -2.5886 -5.9532 2.1922 0.024 0.079 -0.094
H -1.7025 -6.8834 0.9634 -0.036 -0.043 0.163
C 5.4143 3.1710 5.1878 0.558 0.289 0.017
C 4.0342 3.3803 4.6202 -0.575 0.261 0.186
C 3.8895 2.1932 3.6931 0.054 -0.200 -0.374
O 4.6645 1.1269 4.2583 -0.036 0.328 0.086
C 5.4825 1.6642 5.3068 -0.001 -0.443 0.204
H 5.5801 3.6817 6.1397 0.007 -0.083 -0.106
H 6.1671 3.5239 4.4729 -0.026 -0.018 0.099
H 3.2900 3.3201 5.4231 0.049 0.050 -0.107
H 3.9093 4.3383 4.1093 -0.015 -0.120 0.035
H 4.2966 2.4122 2.7003 -0.125 0.033 -0.036
H 2.8496 1.8731 3.5809 0.120 -0.049 -0.051
H 5.0683 1.3227 6.2617 0.101 0.037 0.047
H 6.5023 1.2812 5.2120 -0.141 -0.072 -0.050
C 8.1143 4.7613 1.0297 0.586 0.274 -0.032
C 6.7342 4.9706 0.4621 -0.599 0.295 0.169
C 6.5895 3.7835 -0.4650 0.096 -0.226 -0.373
O 7.3645 2.7172 0.1002 -0.116 0.261 0.024
C 8.1825 3.2545 1.1488 0.048 -0.416 0.272
H 8.2801 5.2720 1.9817 -0.004 -0.088 -0.107
H 8.8671 5.1142 0.3149 -0.051 -0.025 0.125
H 5.9900 4.9104 1.2650 0.030 0.035 -0.102
H 6.6093 5.9287 -0.0488 -0.010 -0.135 0.041
H 6.9966 4.0026 -1.4578 -0.103 0.053 -0.030
H 5.5496 3.4634 -0.5771 0.052 -0.038 0.006
H 7.7683 2.9130 2.1037 0.083 0.016 0.049
H 9.2023 2.8715 1.0539 -0.157 -0.068 -0.053
C -5.5129 3.9071 2.6409 -0.391 -0.331 -0.416
C -5.5547 5.1469 3.4964 0.118 0.633 -0.048
C -5.3368 4.5823 4.8833 -0.062 -0.158 0.429
O -4.5212 3.4122 4.7328 -0.160 0.179 -0.304
C -4.4598 3.0754 3.3399 0.379 -0.180 0.155
H -5.2739 4.1042 1.5928 -0.025 -0.048 0.123
H -6.4816 3.3950 2.6819 0.110 0.029 -0.059
H -4.7241 5.8105 3.2284 -0.114 -0.024 0.041
H -6.4862 5.7117 3.4071 0.113 -0.058 0.040
H -6.2831 4.2736 5.3400 -0.029 0.103 0.022
H -4.8419 5.2925 5.5520 0.006 -0.162 -0.010
H -3.4553 3.3238 2.9804 -0.001 -0.057 -0.107
H -4.6203 2.0013 3.2128 0.053 0.076 0.137